[1]
C4H9N2O | the ωB97M-V functional and the def2-TZVPD basis

```
16
Properties=species:S:1:pos:R:3:forces:R:3:mulliken_charge:R:1
C 0.3959 -0.1261 0.9855 -1.2 -4.1 -1.2 0.389
C 0.2831 -1.8690 0.1062 -4.2 2.9 2.4 -0.607
C -0.2985 -0.1790 -1.1974 -2.9 1.3 -3.1 -0.661
C -0.0778 2.0977 0.0443 -2.5 -2.2 -2.2 -1.029
N -0.6270 -1.5147 -0.8809 0.0 1.6 -0.7 -0.240
N -0.0689 0.6421 0.0792 1.1 -0.6 0.0 0.129
O 0.5697 0.0991 2.2507 0.8 1.1 -0.3 -0.409
H 1.2174 -1.9010 -0.2489 3.5 -0.9 -0.9 0.404
H -0.2113 -2.5524 0.7519 0.8 -0.9 0.9 0.404
H 0.5357 -0.2289 -1.8340 1.9 0.7 -0.2 0.346
H -1.1053 0.2764 -1.9581 1.5 -0.6 2.3 0.373
H -0.0025 2.5428 0.9323 -0.4 1.1 4.2 0.450
H -1.0449 2.2725 -0.4120 0.2 1.1 -0.3 0.330
H 0.7682 2.4990 -0.3840 1.7 0.5 -2.2 0.389
H -1.6283 -1.5946 -0.8027 0.0 -0.7 0.9 0.325
H 1.2944 -0.4641 2.5680 -0.4 -0.1 0.3 0.407
```
Positions in Å, forces in eV/Å.

Computed properties:
Charge   +1
Energy relative to the best compared isomer or geometry (same formula, charge and spin)   362.75 kJ/mol
Multiplicity   1

---

[2]
C4H9N2O | the ωB97M-V functional and the def2-TZVPD basis

```
16
Properties=species:S:1:pos:R:3:forces:R:3:mulliken_charge:R:1
N -2.3573 -0.7270 -0.1782 0.6 2.7 -0.5 -0.357
C -1.0702 -0.3531 -0.1005 0.3 -0.3 2.8 0.361
C -0.5190 1.0602 -0.3096 0.4 -0.3 -2.0 -0.440
C 0.9184 1.0704 0.2446 0.7 -1.0 -0.3 -0.709
C 1.3217 -0.3823 0.4169 -1.1 -1.8 1.4 0.117
O 2.0857 -0.9144 -0.5762 1.7 1.3 -2.5 -0.517
N -0.1161 -1.1022 0.4695 1.3 2.5 -2.0 -0.185
H -3.0505 0.0476 -0.1455 0.7 -1.1 -0.5 0.271
H -2.6948 -1.6265 0.0684 0.0 -0.8 0.2 0.232
H -0.3803 1.1057 -1.4473 -0.7 0.4 1.4 0.271
H -1.1212 1.8998 0.0725 -0.1 -0.6 -0.4 0.404
H 1.6716 1.4892 -0.4688 -0.9 0.2 0.8 0.389
H 1.0182 1.4805 1.2286 -0.2 0.9 0.3 0.278
H 1.7769 -0.7419 1.3903 -0.6 1.0 -0.8 0.270
H 2.6268 -0.2175 -1.1391 -1.9 -2.0 1.8 0.367
H -0.1098 -2.0885 0.4745 -0.3 -1.3 0.2 0.249
```
Positions in Å, forces in eV/Å.

Computed properties:
Charge   +1
Energy relative to the best compared isomer or geometry (same formula, charge and spin)   97.89 kJ/mol
Multiplicity   1
SMILES string   [NH2+]=C1CC[C@H](O)N1

---

[3]
C4H9N2O | the ωB97M-V functional and the def2-TZVPD basis

```
16
Properties=species:S:1:pos:R:3:forces:R:3:mulliken_charge:R:1
C -0.0077 -0.7365 -0.9834 3.1 -0.2 -0.7 -0.891
C 0.8823 0.3941 -0.7474 -2.0 -1.6 0.5 0.165
C -2.5017 0.8978 0.4030 2.0 3.1 0.3 -0.319
C 2.5150 -0.5432 0.7067 3.4 2.1 -3.3 -0.877
N -2.2693 -0.4190 0.3231 0.3 -5.6 -0.8 0.236
N -1.6227 -1.2833 -0.0851 -1.5 2.5 1.3 -0.091
O 1.9096 0.5389 -0.0034 -0.3 0.2 0.9 -0.251
H -0.3651 -0.7008 -2.0228 -0.3 0.2 0.5 0.421
H 0.3807 -1.7737 -0.7526 0.0 1.5 -0.2 0.300
H 0.6368 1.3745 -1.0662 -0.5 0.7 -1.2 0.527
H -2.6405 1.1803 1.4660 0.4 0.1 -0.6 0.255
H -3.3819 1.1500 -0.1239 -1.1 0.2 -0.6 0.271
H -1.5956 1.3609 -0.1423 -0.9 0.0 0.9 0.160
H 2.0184 -0.9305 1.4681 -2.9 -1.8 3.0 0.372
H 3.4326 -0.1265 1.0748 0.3 0.4 0.5 0.299
H 2.8664 -1.1677 -0.0668 0.0 -1.6 -0.5 0.422
```
Positions in Å, forces in eV/Å.

Computed properties:
Charge   +1
Energy relative to the best compared isomer or geometry (same formula, charge and spin)   562.51 kJ/mol
Multiplicity   1

---

[4]
C4H9N2O | the ωB97M-V functional and the def2-TZVPD basis

```
16
Properties=species:S:1:pos:R:3:forces:R:3:mulliken_charge:R:1
C -1.7437 1.1777 1.3788 1.4 -1.1 -0.3 -0.148
C 0.1111 1.1841 -1.3481 -1.1 -4.2 -2.9 -0.947
C 1.6738 -1.6073 0.1192 1.1 -2.5 1.2 -0.853
C -0.8881 0.2105 -0.6996 1.4 1.9 0.0 0.098
N -1.5421 0.7062 0.2326 -2.1 2.4 2.5 -0.039
N 0.3759 -1.2298 0.4393 -0.7 1.8 -2.3 0.236
O -0.0760 -1.5733 1.4530 -1.1 -0.9 2.4 -0.353
H -1.0613 0.7445 2.0919 -0.1 0.0 0.9 0.233
H -2.4039 1.9607 1.7135 -0.6 0.1 -0.6 0.293
H 0.4618 1.9202 -0.7306 0.8 1.6 1.8 0.375
H -0.5672 1.6325 -2.1145 1.1 -0.2 0.0 0.339
H 0.9409 0.5176 -1.7784 -1.2 1.5 0.2 0.281
H 1.9162 -1.4029 -0.8757 0.1 -0.4 -1.7 0.321
H 1.8544 -2.6067 0.5690 0.0 0.1 -1.0 0.332
H 2.3669 -1.0627 0.6739 1.1 1.6 1.3 0.401
H -1.4186 -0.5712 -1.1243 -0.1 -1.8 -1.5 0.432
```
Positions in Å, forces in eV/Å.

Computed properties:
Charge   +1
Energy relative to the best compared isomer or geometry (same formula, charge and spin)   593.25 kJ/mol
Multiplicity   1

---

[5]
C4H9N2O | the ωB97M-V functional and the def2-TZVPD basis

```
16
Properties=species:S:1:pos:R:3:forces:R:3:mulliken_charge:R:1
C 1.4170 -1.4923 0.2697 0.4 1.3 1.2 0.740
C 0.8847 -0.9701 1.3257 -0.6 -1.8 1.3 -1.013
C -0.4486 0.7438 -0.2449 -1.2 0.8 3.2 0.320
C -1.6025 -0.2219 -0.0016 0.0 3.6 1.6 -1.123
N -0.0010 1.5937 0.5359 1.2 1.5 -1.8 -0.635
N 0.3837 0.6841 -1.4790 0.4 -0.8 1.7 -0.190
O 1.9914 -1.4009 -0.7295 0.6 -1.4 -2.1 -0.427
H 0.1848 -1.3607 2.0229 -0.7 -0.6 -0.1 0.386
H 1.5871 -0.3493 1.7967 1.1 1.1 0.4 0.355
H -1.9373 -0.3644 1.0724 0.9 0.3 -1.4 0.330
H -1.3648 -1.0473 -0.5024 0.6 -4.0 -1.6 0.431
H -2.3998 0.2137 -0.5421 -1.4 0.4 -0.5 0.434
H -0.3034 1.9808 1.3973 -0.9 -0.6 0.8 0.263
H -0.2313 0.7533 -2.2807 0.3 0.1 -0.6 0.367
H 0.8292 -0.3267 -1.3649 0.2 2.3 -1.2 0.360
H 1.0109 1.5643 -1.2756 -0.9 -2.1 -0.9 0.402
```
Positions in Å, forces in eV/Å.

Computed properties:
Charge   +1
Energy relative to the best compared isomer or geometry (same formula, charge and spin)   425.15 kJ/mol
Multiplicity   1

---

[6]
C4H9N2O | the ωB97M-V functional and the def2-TZVPD basis

```
16
Properties=species:S:1:pos:R:3:forces:R:3:mulliken_charge:R:1
C -1.6793 -1.4102 0.8651 2.7 -2.3 -2.9 -0.567
O -1.7413 -0.4761 -0.2335 -0.2 0.5 0.4 -0.374
C -0.7429 0.2943 -0.4266 2.6 0.5 1.4 0.616
N -0.8261 1.1487 -1.3957 -4.0 -1.8 -0.4 -0.263
C 0.7310 0.0815 0.0932 0.4 -2.5 -0.1 -0.260
C 1.9065 0.9876 -0.0689 -2.1 -1.4 0.5 -0.545
N 1.9039 0.3130 1.1820 -2.6 -0.1 0.4 -0.460
H -1.9882 -1.0463 1.7707 0.4 1.7 2.4 0.327
H -0.6576 -1.9418 0.6932 -2.0 0.8 1.4 0.293
H -2.4528 -2.0855 0.6638 -0.9 -1.3 -0.8 0.299
H -1.7249 1.1787 -1.9383 1.4 0.3 0.6 0.299
H -0.1355 1.7974 -1.4680 2.1 2.2 -0.8 0.197
H 0.8306 -1.0062 -0.1860 0.4 1.2 -0.2 0.356
H 2.5928 0.7757 -0.7959 1.8 -0.2 -1.7 0.304
H 1.5582 1.9579 0.0728 0.1 2.0 0.0 0.477
H 2.4257 -0.5687 1.1720 -0.2 0.3 -0.2 0.301
```
Positions in Å, forces in eV/Å.

Computed properties:
Charge   +1
Energy relative to the best compared isomer or geometry (same formula, charge and spin)   429.03 kJ/mol
Multiplicity   1
SMILES string   COC(=[NH2+])[C@H]1CN1

---

LUMO readings, ordered: -3.61, -3.62, -5.13, -4.56, -3.84, -4.02 eV